Computed, not measured: one molecule with the formula C4H6N2 at a distorted geometry, with wB97M-V/def2-TZVPD.

Properties
Kohn-Sham gap ... 10.87 eV
SMILES string ... C[C@H]1N[C@H]1C#N
Lowest unoccupied orbital energy ... 0.03415 Ha
Largest force on an atom ... 1.184 eV/Å
Relative energy (zero: lowest compared OMol25 entry of this formula, charge and spin) ... 156.85 kJ/mol
HOMO ... -9.942 eV

Each atom is followed by the atoms it is bonded to, with distances in Å.
Element x y z (Å)
1 N -1.0179 0.7592 0.7777  H2 1.017, C7 1.467, C8 1.454
2 H -1.6135 0.9109 -0.0330  N1 1.017
3 H 1.8680 -0.0292 -1.0041  C12 1.096
4 H -0.3864 -0.9415 1.9096  C7 1.086
5 C -1.0296 -1.6600 -0.0026  C7 1.449, N11 1.158
6 H 0.3444 0.5055 -1.7416  C12 1.094
7 C -0.5389 -0.6232 0.8824  N1 1.467, H4 1.086, C5 1.449, C8 1.490
8 C 0.3714 0.4759 0.4539  N1 1.454, C7 1.490, H10 1.089, C12 1.509
9 H 1.4179 1.6777 -0.9527  C12 1.096
10 H 1.0175 0.7701 1.2793  C8 1.089
11 N -1.4541 -2.5035 -0.6734  C5 1.158
12 C 1.0212 0.6581 -0.8955  H3 1.096, H6 1.094, C8 1.509, H9 1.096